# C48H95F5N2O13P

9 unconnected molecules or ions with the total composition C48H95F5N2O13P (wB97M-V/def2-TZVPD, the Open Molecules 2025 dataset).

XYZ file:
```
164
Properties=species:S:1:pos:R:3:forces:R:3
C -1.0302 1.2103 2.3001 0.422 0.604 0.129
C -1.7671 2.5391 1.8203 0.064 -0.310 -0.245
C -3.2707 2.3283 1.3560 -0.920 0.413 0.222
C -4.2200 1.7028 2.5106 1.203 -0.987 -0.371
C -4.3059 0.0973 2.2881 -0.948 0.325 -0.031
C -5.6863 -0.3369 1.5381 0.739 0.805 -0.913
C -5.4121 -0.9486 0.0657 -0.566 0.115 0.172
C -5.7724 -2.5015 -0.0431 0.960 -0.340 -0.559
C -4.4391 -3.3776 -0.3233 -1.054 -0.230 -0.375
C -4.0925 -3.4703 -1.8933 1.459 0.748 1.009
C -3.2850 -2.1423 -2.3701 -0.668 -1.742 0.876
C -2.1120 -2.4693 -3.3942 -0.319 1.180 -0.432
O -0.9573 -3.1707 -2.8927 -2.151 1.633 -0.931
P 0.3553 -2.0371 -2.5669 2.206 -2.540 0.381
C 1.0635 -3.4734 -1.5199 -0.928 -0.192 2.287
C 0.6009 -3.4042 0.0349 0.909 -1.121 -0.947
C 1.0351 -4.8214 0.6769 0.076 0.528 0.227
C 1.9310 -4.6939 1.9770 0.054 -1.515 -0.450
F 1.1329 -4.7331 3.1575 1.508 0.713 -1.765
F 2.8190 -3.6078 1.9649 -1.827 -1.553 0.464
C 2.8693 -6.0068 2.0790 0.524 0.068 0.044
F 3.9580 -5.8953 1.2045 -1.998 -0.359 1.804
F 3.3569 -6.1716 3.3845 -0.802 -0.024 -2.632
F 2.1520 -7.1400 1.6981 1.422 1.776 1.031
C 1.5030 -2.7131 -3.9648 -0.585 0.360 -1.505
C 2.5930 -1.6581 -4.4673 0.294 -1.467 -0.679
C 4.0478 -1.8466 -3.8539 1.587 2.724 -1.051
N 4.4184 -2.8222 -2.8247 -0.901 0.362 -0.914
O 4.9807 -1.0926 -4.2624 -2.972 -1.978 1.378
O 1.6795 -1.0959 -1.9316 -1.299 1.987 -0.545
C 1.4275 0.3133 -1.8619 2.083 0.876 1.127
C 2.6234 0.9099 -0.9506 -0.981 -0.503 -1.188
C 2.4836 0.5474 0.5958 1.019 1.000 -0.442
O -0.2213 -0.9005 -3.7351 -1.939 -0.743 -0.666
C -1.6611 -0.9713 -3.8972 1.427 1.184 0.898
N -2.1967 -0.5480 -5.2211 -0.103 -0.822 0.934
O -2.0912 0.1514 -3.0711 -0.740 -0.832 0.072
H 0.0115 1.4858 2.6914 -1.421 -0.397 -0.490
H -1.5986 0.7171 3.1471 0.625 0.421 -1.043
H -0.8576 0.4817 1.4471 -0.430 0.783 1.009
H -1.7141 3.3156 2.6570 -0.252 -1.036 -1.009
H -1.1774 2.9655 0.9512 -0.636 -0.426 0.925
H -3.3672 1.6613 0.4269 0.435 0.803 1.268
H -3.7345 3.3262 1.0408 0.881 -1.269 0.506
H -5.2435 2.1959 2.4747 1.326 -0.672 0.253
H -3.7047 1.8353 3.5248 -0.909 0.312 -1.295
H -4.2577 -0.4623 3.2785 0.176 0.883 -1.421
H -3.4158 -0.1635 1.6352 -1.064 -0.006 0.891
H -6.2533 0.6420 1.3493 0.513 -1.434 0.523
H -6.3066 -1.0446 2.1789 0.878 1.119 -1.008
H -4.3224 -0.7442 -0.2008 -1.484 -0.464 0.265
H -6.0330 -0.3809 -0.7021 0.746 -0.615 0.971
H -6.3186 -2.8301 0.8956 0.792 0.309 -0.964
H -6.4693 -2.7518 -0.9162 0.777 0.613 1.136
H -3.5652 -2.9306 0.2553 -1.028 -0.706 -0.736
H -4.6274 -4.4446 0.0220 0.291 1.231 -0.175
H -5.0368 -3.6135 -2.5008 1.136 -0.086 0.641
H -3.3476 -4.3286 -1.9953 -1.212 0.856 -0.125
H -4.0776 -1.4356 -2.7838 1.482 -0.583 0.399
H -2.8173 -1.7262 -1.4135 -0.599 -0.302 -1.510
H -2.5225 -3.0768 -4.2766 0.450 0.921 1.021
H -0.4674 -1.5029 -1.4884 0.060 0.182 -0.249
H 0.6356 -4.4389 -1.9317 0.819 0.949 0.314
H 2.2051 -3.4533 -1.5043 -1.573 -0.187 -0.100
H 1.1699 -2.5263 0.4741 -0.986 -1.097 -0.182
H -0.5211 -3.3322 0.1524 1.301 0.325 -0.229
H 1.6206 -5.4258 -0.0982 -0.593 0.977 1.140
H 0.1196 -5.4631 0.9221 1.348 0.944 -0.062
H 0.8104 -2.9050 -4.8607 0.991 0.180 1.171
H 1.9213 -3.7347 -3.6880 -0.195 1.336 -0.437
H 2.6980 -1.8254 -5.6036 0.211 0.397 1.914
H 2.2674 -0.5705 -4.3644 0.539 -1.557 0.162
H 3.8938 -3.6837 -3.0152 -0.060 0.485 0.430
H 4.1003 -2.4525 -1.9143 0.061 -0.227 -0.577
H 1.5417 0.8520 -2.8681 -0.603 -0.921 1.163
H 0.4427 0.5845 -1.3466 0.930 -0.505 -0.858
H 3.5745 0.4745 -1.4127 -1.275 0.643 0.780
H 2.6315 2.0274 -1.1701 0.164 -1.343 0.656
H 3.5036 0.1566 0.9347 -1.601 0.238 -0.188
H 2.3319 1.5277 1.1573 -0.025 -1.360 -0.488
H 1.6378 -0.1704 0.8154 1.079 0.738 -0.305
H -2.6923 -1.3285 -5.6678 0.444 0.306 0.266
H -2.9152 0.1668 -5.0259 0.724 -0.413 -0.072
H -1.6859 0.0800 -2.1869 0.054 -0.196 -0.671
C -5.2893 -2.8715 6.1461 0.209 0.278 0.035
C -6.0129 -2.6047 4.8524 0.120 0.541 -0.352
O -5.8107 -1.5920 4.2136 -0.315 -0.691 0.834
C -6.9968 -3.6431 4.3815 -0.104 0.144 -0.317
H -4.6141 -2.0413 6.3605 -0.075 -0.082 -0.063
H -6.0085 -2.9585 6.9633 0.048 -0.208 -0.011
H -4.7016 -3.7879 6.0614 -0.141 -0.066 0.128
H -7.7917 -3.7642 5.1204 0.097 -0.181 0.041
H -6.4848 -4.5936 4.2184 -0.104 -0.051 0.162
H -7.4413 -3.3189 3.4388 0.073 -0.017 0.099
C 7.5682 -1.8784 -3.0769 0.431 -0.420 0.379
C 8.9908 -1.9360 -2.5877 -0.128 -0.404 0.207
O 9.3825 -2.8401 -1.8717 0.118 0.322 -0.124
C 9.9160 -0.8273 -3.0194 0.284 -0.116 -0.064
H 7.0146 -2.7350 -2.6915 -0.009 0.184 -0.080
H 7.0901 -0.9650 -2.7198 -0.057 -0.008 -0.276
H 7.5487 -1.9119 -4.1675 -0.126 0.273 0.042
H 9.5394 0.1324 -2.6588 0.014 -0.068 -0.239
H 9.9993 -0.8156 -4.1082 -0.135 0.093 -0.021
H 10.9076 -0.9965 -2.5940 -0.184 0.011 -0.142
C 7.4634 1.3996 -0.2287 -0.641 0.093 0.172
C 6.3572 1.9243 -1.1035 -0.598 0.127 0.420
O 5.2377 2.1131 -0.6702 0.618 0.133 -0.137
C 6.6917 2.2054 -2.5452 -0.317 0.138 -0.143
H 7.0812 1.2411 0.7819 -0.020 0.023 -0.114
H 7.8232 0.4500 -0.6188 0.097 0.201 -0.009
H 8.2786 2.1231 -0.1854 0.120 -0.215 -0.169
H 7.0205 1.2872 -3.0367 0.135 0.093 -0.024
H 7.4734 2.9662 -2.6040 0.141 -0.157 -0.037
H 5.8021 2.5766 -3.0571 0.075 -0.090 0.066
C -7.4135 6.1083 2.1483 0.038 -0.206 -0.417
C -6.1255 5.3790 2.4260 0.216 -0.365 -0.426
O -5.6201 4.6514 1.5955 -0.253 0.333 0.239
C -5.4885 5.5866 3.7739 0.371 -0.239 -0.075
H -7.7567 5.8640 1.1407 0.082 -0.033 0.085
H -8.1777 5.7989 2.8635 0.049 0.275 0.100
H -7.2521 7.1846 2.2119 -0.137 -0.079 0.241
H -6.1684 5.2510 4.5598 -0.010 0.204 0.045
H -5.2428 6.6418 3.9115 -0.194 0.005 0.134
H -4.5682 5.0025 3.8346 -0.123 0.018 0.010
C -9.9101 10.5266 2.5490 0.293 0.104 0.194
C -9.7988 9.0275 2.6405 0.434 -0.258 0.350
O -8.9268 8.4984 3.2997 -0.436 0.328 -0.153
C -10.8109 8.2099 1.8824 0.121 -0.341 0.099
H -9.1178 10.9849 3.1433 -0.079 -0.081 -0.061
H -9.7980 10.8452 1.5106 -0.210 0.039 0.020
H -10.8756 10.8524 2.9416 -0.041 0.033 -0.208
H -10.7387 8.4257 0.8145 -0.182 0.094 0.036
H -11.8163 8.4329 2.2454 -0.016 0.100 -0.190
H -10.6094 7.1489 2.0394 0.000 0.126 -0.011
C 12.3110 0.0113 -0.6311 -0.058 0.279 -0.242
C 10.9708 -0.2322 0.0108 -0.518 0.159 -0.079
O 9.9637 0.3048 -0.4067 0.986 -0.252 0.449
C 10.9265 -1.1670 1.1893 -0.349 0.012 0.047
H 12.1917 0.7039 -1.4662 0.003 -0.066 0.105
H 12.9965 0.4532 0.0953 0.083 -0.191 0.003
H 12.7174 -0.9285 -1.0105 0.119 0.012 0.176
H 11.5505 -0.7775 1.9967 0.133 -0.132 -0.056
H 11.2716 -2.1587 0.8899 0.121 0.057 0.073
H 9.8992 -1.2478 1.5484 0.108 0.007 -0.083
C 5.9442 -2.2730 -6.8334 -0.067 -0.296 0.173
C 4.8698 -1.8030 -7.7705 -0.409 0.023 0.334
O 3.7283 -1.6700 -7.3887 0.285 -0.039 -0.631
C 5.2643 -1.5021 -9.1935 -0.341 0.149 -0.199
H 5.5099 -2.4484 -5.8514 0.160 0.091 -0.193
H 6.3809 -3.2069 -7.1970 0.174 0.131 -0.142
H 6.7164 -1.5060 -6.7435 0.092 -0.110 -0.041
H 5.6620 -2.4021 -9.6672 0.184 0.098 0.025
H 6.0101 -0.7047 -9.2119 0.129 -0.157 -0.047
H 4.3854 -1.1724 -9.7506 0.079 -0.034 0.084
C -4.1453 2.9340 7.9948 -0.214 0.277 -0.111
C -3.1799 2.6878 6.8649 0.041 0.294 -0.582
O -3.2061 3.3601 5.8555 -0.021 -0.154 0.381
C -2.1807 1.5745 7.0366 0.179 0.030 -0.325
H -4.8046 3.7634 7.7329 0.086 -0.090 -0.002
H -4.7537 2.0432 8.1647 0.118 -0.015 0.167
H -3.5970 3.1953 8.9023 -0.059 -0.195 0.060
H -2.7019 0.6234 7.1640 0.066 0.017 0.185
H -1.5448 1.7754 7.9015 -0.110 -0.159 0.089
H -1.5519 1.5126 6.1466 -0.096 0.020 0.079
```
Positions in Å, forces in eV/Å.

Its multiplicity is 1. Its lowest unoccupied orbital energy is 1.718 eV. The molecular weight is 1034.3 g mol⁻¹. The net charge is -1. The calculation puts the total energy at -3814.13514 a.u.